Entry 1:
DFT (ωB97M-V/def2-TZVPD) results for a cluster of 2 separate species, C2H6NS in total.

```
10
C2H6NS (ωB97M-V/def2-TZVPD)
C -0.166 -0.581 -0.622
C 0.310 0.504 0.178
N -0.603 -0.521 0.744
S 2.013 0.606 0.838
H -0.890 -0.559 -1.498
H 0.458 -1.283 -0.992
H -0.474 1.877 -0.032
H -1.550 -0.283 0.907
H -0.101 -1.209 1.291
H 2.602 1.109 -0.263
```

Charge ... +1
Molecular weight ... 76.1 g mol⁻¹
Electronic energy ... -532.3460 hartree
Energy above the lowest of the compared OMol25 structures with the same formula, charge and spin ... 65.56 kcal per mole

Mulliken population analysis, charges in e, atoms 1 to 2: -0.22 -0.20

---

Entry 2:
DFT (ωB97M-V/def2-TZVPD) results for a cluster of 2 separate species, C4H8NO3 in total.

```
16
C4H8NO3 (ωB97M-V/def2-TZVPD)
C -2.380 -1.020 2.134
C -1.859 0.284 1.605
O -1.759 1.279 2.351
N -1.361 0.214 0.304
H -2.741 -1.554 1.300
H -3.211 -0.850 2.868
H -0.829 0.955 0.041
H -0.924 -0.672 -0.076
H -1.570 -1.627 2.678
C 2.716 0.759 -2.336
C 1.788 -0.234 -1.577
O 0.695 0.184 -1.130
O 2.121 -1.410 -1.273
H 2.398 1.759 -2.039
H 2.657 0.677 -3.439
H 3.700 0.650 -1.995
```

Charge ... -1
Molecular weight ... 118.1 g mol⁻¹
Electronic energy ... -437.7643 hartree
Energy above the lowest of the compared OMol25 structures with the same formula, charge and spin ... 25.83 kcal per mole

Mulliken population analysis, charges in e, atoms 1 to 2: -0.89 0.58

---

Entry 3:
DFT (ωB97M-V/def2-TZVPD) results for a structure of composition C3H8ClISi.

```
14
C3H8ClISi (ωB97M-V/def2-TZVPD)
C -0.222 0.210 1.583
C -0.189 0.827 -1.624
C 1.508 -1.490 -0.319
Si -0.019 -0.305 -0.174
Cl -1.675 -3.017 -0.121
I 3.292 -0.323 0.093
H -0.483 -0.717 2.296
H 0.743 0.795 1.887
H -1.007 0.890 1.808
H 0.679 1.495 -1.608
H 0.156 0.171 -2.523
H -1.157 1.364 -1.810
H 1.463 -2.098 0.634
H 1.382 -2.188 -1.163
```

Molecular weight ... 234.5 g mol⁻¹
Electronic energy ... -1166.4423 hartree
Energy above the lowest of the compared OMol25 structures with the same formula, charge and spin ... 77.08 kcal per mole

Mulliken population analysis, charges in e, atoms 1 to 2: -0.85 -0.88

---

Entry 4:
DFT (ωB97M-V/def2-TZVPD) results for the ion CN5O2 with charge -1.

```
8
CN5O2 (ωB97M-V/def2-TZVPD)
C -0.270 -0.151 -0.035
N -2.309 -0.392 0.076
N -1.192 -1.097 0.056
N -0.728 1.079 -0.090
N -2.038 0.878 -0.009
N 2.047 0.296 0.174
O 3.236 0.087 0.046
O 1.254 -0.700 -0.219
```

Charge ... -1
Molecular weight ... 114.0 g mol⁻¹
Electronic energy ... -462.2881 hartree
Energy above the lowest of the compared OMol25 structures with the same formula, charge and spin ... 92.34 kcal per mole

Mulliken population analysis, charges in e, atoms 1 to 2: 0.69 -0.34

---

no.,largest force on an atom (Eh/bohr)
1,0.115
2,0.090
3,0.054
4,0.065